# 1
{
  "formula": "C19H23N5O4",
  "method": "the ωB97M-V functional and the def2-TZVPD basis",
  "species": ["C", "C", "O", "C", "C", "H", "H", "C", "N", "C", "O", "C", "N", "C", "N", "C", "N", "N", "C", "C", "C", "O", "H", "C", "C", "C", "C", "C", "C", "H", "H", "O", "C", "H", "H", "H", "H", "H", "H", "H", "H", "H", "H", "H", "H", "H", "H", "H", "H", "H", "H"],
  "coordinates": [[5.27, -3.90, -1.08], [5.96, -2.58, -0.74], [4.99, -1.79, -0.01], [5.33, -0.74, 0.63], [5.50, 0.30, -0.45], [6.20, 0.16, -0.97], [5.71, 1.22, 0.44], [4.16, 0.83, -1.18], [3.17, 1.48, -0.29], [2.70, 2.59, -0.49], [2.80, 3.48, -1.47], [1.58, 3.21, 0.51], [0.53, 2.09, 0.58], [-0.58, 2.69, 0.01], [-1.72, 1.94, -0.17], [-1.81, 0.82, 0.87], [-2.72, -0.18, 1.00], [-2.41, -1.04, 1.89], [-1.03, -0.65, 2.09], [-0.68, 0.45, 1.64], [0.54, 1.11, 1.41], [1.51, 0.93, 2.21], [-0.63, -1.29, 2.89], [-4.11, 0.02, 0.58], [-4.92, -0.87, 0.54], [-6.12, -1.06, 0.26], [-6.62, -0.29, -0.63], [-5.71, 1.07, -1.03], [-4.54, 0.92, -0.37], [-3.75, 1.70, -0.70], [-6.07, 1.77, -1.74], [-7.90, -0.07, -1.32], [-8.77, -1.01, -0.84], [-9.06, -1.17, 0.18], [-9.73, -0.87, -1.43], [-8.41, -1.84, -1.12], [-6.83, -1.88, 0.40], [-4.58, -1.78, 1.74], [-0.55, 3.53, -0.62], [1.27, 4.27, 0.48], [2.27, 3.00, 1.75], [2.84, 1.07, 0.92], [4.28, 1.45, -1.86], [3.70, -0.26, -1.42], [4.40, -0.41, 1.32], [6.38, -0.97, 1.17], [6.18, -2.10, -1.58], [6.84, -2.88, -0.08], [4.96, -4.39, -0.40], [5.82, -4.40, -1.70], [4.36, -3.69, -1.82]],
  "multiplicity": 1,
  "lumo_energy_ev": -0.395,
  "homo_energy_ev": -8.624,
  "de_lowest_ev": 22.726,
  "gap_ev": 8.2287,
  "energy_ha": -1311.807478
}

***

# 2
{
  "formula": "C32H26N4O3PdS3",
  "method": "the ωB97M-V functional and the def2-TZVPD basis",
  "species": ["Pd", "O", "S", "O", "N", "C", "C", "C", "C", "C", "C", "C", "C", "N", "C", "C", "C", "C", "C", "C", "C", "H", "H", "H", "H", "H", "H", "H", "H", "H", "H", "H", "C", "C", "C", "C", "N", "C", "S", "N", "H", "H", "H", "H", "H", "O", "S", "C", "C", "C", "C", "C", "C", "C", "C", "C", "C", "C", "C", "H", "H", "H", "H", "H", "H", "H", "H", "H", "H"],
  "coordinates": [[0.23, 1.07, 0.54], [2.01, -0.06, 1.76], [0.97, -0.72, 2.53], [1.15, -2.08, 2.95], [-0.38, -0.45, 1.71], [-1.21, -1.40, 1.13], [-1.55, -2.61, 1.69], [-2.46, -3.47, 1.05], [-3.06, -3.13, -0.13], [-2.75, -1.89, -0.74], [-3.33, -1.45, -1.95], [-2.96, -0.24, -2.48], [-1.99, 0.53, -1.82], [-1.44, 0.15, -0.69], [-1.81, -1.04, -0.12], [0.73, 0.28, 3.98], [1.13, 1.61, 3.96], [0.87, 2.41, 5.06], [0.20, 1.89, 6.16], [-0.19, 0.55, 6.17], [0.08, -0.26, 5.08], [-1.10, -2.91, 2.62], [-2.70, -4.41, 1.51], [-3.77, -3.79, -0.61], [-4.05, -2.08, -2.44], [-3.39, 0.11, -3.41], [-1.65, 1.47, -2.22], [1.65, 2.00, 3.09], [1.18, 3.45, 5.06], [-0.01, 2.52, 7.01], [-0.70, 0.14, 7.03], [-0.21, -1.30, 5.07], [-2.58, 2.26, 2.94], [-2.07, 3.25, 1.94], [-2.57, 4.54, 1.80], [-2.03, 5.32, 0.79], [-1.06, 4.91, -0.02], [-0.61, 3.69, 0.20], [0.69, 2.97, -0.71], [-1.10, 2.84, 1.12], [-3.26, 2.73, 3.65], [-1.75, 1.80, 3.47], [-3.11, 1.46, 2.42], [-3.35, 4.91, 2.45], [-2.40, 6.33, 0.62], [1.08, -1.99, -0.72], [1.72, -0.87, -1.44], [3.29, -1.48, -2.07], [3.58, -2.82, -1.90], [4.80, -3.31, -2.36], [5.70, -2.45, -2.97], [5.39, -1.10, -3.13], [4.18, -0.61, -2.66], [0.90, -0.73, -3.03], [0.93, 0.47, -3.72], [0.28, 0.57, -4.94], [-0.41, -0.52, -5.45], [-0.46, -1.71, -4.74], [0.19, -1.82, -3.52], [2.86, -3.46, -1.39], [5.04, -4.35, -2.23], [6.65, -2.83, -3.33], [6.10, -0.44, -3.60], [3.94, 0.44, -2.77], [1.45, 1.32, -3.30], [0.30, 1.50, -5.49], [-0.93, -0.44, -6.40], [-1.01, -2.56, -5.13], [0.15, -2.73, -2.92]],
  "multiplicity": 1,
  "lumo_energy_ev": -0.487,
  "homo_energy_ev": -7.761,
  "de_lowest_ev": 0.369,
  "gap_ev": 7.2737,
  "energy_ha": -3002.208306
}

***

# 3
{
  "formula": "C5H27NO8S2",
  "method": "the ωB97M-V functional and the def2-TZVPD basis",
  "species": ["C", "C", "S", "C", "N", "C", "C", "S", "H", "H", "H", "H", "H", "H", "H", "H", "H", "H", "H", "H", "H", "O", "H", "H", "O", "H", "H", "O", "H", "H", "O", "H", "H", "O", "H", "H", "O", "H", "H", "O", "H", "H", "O"],
  "coordinates": [[2.28, 0.16, -0.09], [3.72, -0.13, 0.40], [4.08, 0.08, 2.19], [1.18, -0.55, 0.75], [0.32, -1.37, -0.13], [-0.89, -0.65, -0.51], [-1.97, -1.65, -0.93], [-3.47, -0.81, -1.77], [2.17, 1.23, -0.02], [2.23, -0.25, -1.11], [4.17, -1.11, 0.26], [4.46, 0.54, -0.11], [0.58, 0.24, 1.24], [1.79, -1.14, 1.45], [0.06, -2.24, 0.33], [-0.69, 0.09, -1.30], [-1.30, -0.10, 0.36], [-1.66, -2.43, -1.61], [-2.37, -1.95, 0.06], [-0.14, 2.62, -0.28], [-0.94, 2.20, -1.47], [-1.06, 2.54, -0.56], [-3.58, 1.54, 0.76], [-2.61, 2.62, 0.26], [-3.56, 2.46, 0.47], [-1.14, -1.97, 3.39], [-0.49, -2.57, 2.05], [-0.52, -2.62, 3.01], [-0.28, -0.38, -3.55], [-1.57, -0.03, -3.08], [-0.83, 0.43, -3.55], [0.51, -2.28, -3.63], [1.32, -1.34, -2.64], [1.30, -1.76, -3.51], [-0.13, 1.90, -3.48], [1.23, 2.68, -3.47], [0.31, 2.75, -3.17], [-1.22, 0.15, 4.22], [-2.07, -0.12, 2.97], [-1.90, -0.44, 3.87], [1.25, 0.53, 3.33], [2.43, 1.42, 3.06], [1.48, 1.46, 3.30]],
  "multiplicity": 2,
  "s_squared": 0.753,
  "lumo_energy_ev": [2.223, -0.662],
  "homo_energy_ev": [-3.539, -3.538],
  "charge": -1,
  "gap_ev": [5.7616, 2.8751],
  "energy_ha": -1659.727639
}

***

# 4
{
  "formula": "C23H38N4O6S",
  "method": "the ωB97M-V functional and the def2-TZVPD basis",
  "species": ["C", "C", "N", "C", "C", "C", "C", "C", "O", "O", "O", "C", "O", "C", "C", "C", "C", "C", "C", "C", "S", "C", "N", "N", "C", "O", "C", "C", "O", "H", "H", "H", "H", "H", "H", "H", "H", "H", "H", "H", "H", "H", "H", "H", "H", "H", "H", "H", "H", "H", "H", "H", "H", "H", "H", "H", "H", "H", "H", "H", "C", "C", "C", "C", "N", "H", "H", "H", "H", "H", "H", "H"],
  "coordinates": [[3.64, 1.82, 2.62], [2.41, 1.37, 1.71], [2.61, 0.05, 1.09], [1.66, -0.23, -0.02], [0.29, 0.53, 0.12], [-0.83, -0.02, -0.83], [-0.66, 0.42, -2.34], [-0.48, -0.81, -3.30], [0.48, -0.96, -3.99], [-1.49, -1.78, -3.42], [-2.13, 0.27, -0.28], [-2.35, 1.64, -0.09], [-2.63, 2.40, -0.97], [-2.26, 2.18, 1.39], [-3.74, 2.34, 1.91], [-3.91, 2.18, 3.48], [-2.57, 2.19, 4.30], [-1.90, 0.78, 4.53], [-2.48, -0.41, 3.68], [-1.30, -1.48, 3.47], [-1.74, -3.12, 4.19], [-2.01, -4.14, 2.73], [-1.12, -4.10, 1.74], [-1.52, -4.94, 0.74], [-2.67, -5.46, 1.19], [-3.05, -5.00, 2.42], [2.59, -0.98, 2.08], [3.22, -2.40, 1.77], [2.14, -0.84, 3.20], [4.52, 1.95, 1.94], [3.81, 1.11, 3.46], [3.36, 2.83, 3.02], [2.29, 2.20, 0.97], [1.52, 1.42, 2.40], [2.14, -0.11, -1.03], [1.41, -1.33, 0.06], [-0.06, 0.32, 1.17], [0.38, 1.63, -0.07], [-0.73, -1.14, -0.82], [0.28, 1.01, -2.45], [-1.53, 0.99, -2.74], [-2.31, -1.31, -3.17], [-1.66, 1.43, 1.95], [-1.80, 3.19, 1.32], [-4.38, 1.55, 1.43], [-4.15, 3.33, 1.61], [-4.50, 3.08, 3.83], [-4.58, 1.31, 3.70], [-1.80, 2.90, 3.90], [-2.84, 2.59, 5.32], [-0.79, 0.87, 4.41], [-2.06, 0.50, 5.61], [-3.34, -0.94, 4.15], [-2.80, -0.13, 2.65], [-1.12, -1.65, 2.38], [-0.33, -1.14, 3.91], [-3.20, -6.15, 0.51], [4.08, -2.31, 1.07], [3.60, -2.78, 2.75], [2.43, -3.08, 1.38], [1.83, 0.28, -6.57], [2.46, 0.71, -7.89], [3.94, 0.34, -8.00], [4.77, 1.07, -7.04], [5.42, 1.64, -6.28], [2.30, 0.80, -5.72], [0.77, 0.52, -6.56], [1.94, -0.79, -6.41], [2.33, 1.79, -8.02], [1.92, 0.22, -8.71], [4.29, 0.57, -9.01], [4.07, -0.74, -7.86]],
  "multiplicity": 1,
  "lumo_energy_ev": 0.480,
  "smiles": "CCN(CC[C@H](CC(=O)O)OC(=O)CCCCCCCSc1nnco1)C(C)=O.CCCC#N",
  "homo_energy_ev": -9.048,
  "de_lowest_ev": 0.000,
  "gap_ev": 9.5290,
  "energy_ha": -1967.739573
}